163
Properties=species:S:1:pos:R:3:forces:R:3 method="wB97M-V/def2-TZVPD" relative_energy_kcal_mol=19.3 total_charge=0 e_lumo_ev="0.50 / 0.47" multiplicity=3 energy_ha=-5727.32013 gap_ha="0.219 / 0.242" e_homo_ev="-5.462 / -6.124" max_force_ev_per_a=4.3
Ti -0.7998 -0.0032 -0.1625 3.11 0.95 0.65
C 2.0222 -2.7456 5.0874 0.08 -0.06 -0.20
C 2.7048 -3.4584 3.9105 -0.40 -0.51 0.34
C 3.7263 -4.4986 4.3995 -0.10 0.16 -0.08
C 1.6483 -4.1764 3.0837 0.04 0.10 0.06
N 3.4226 -2.4435 3.1424 0.44 0.66 -0.38
C 4.4797 -1.7754 3.7249 0.36 0.35 0.13
C 4.8964 -0.8258 2.8700 0.16 -0.09 0.39
N 4.1136 -0.8855 1.7479 0.01 -0.48 0.27
B 4.2608 0.1669 0.6507 -0.50 -0.04 0.29
N 3.8976 -0.3906 -0.7657 0.00 0.11 -0.54
C 4.9151 -1.1113 -1.3319 0.21 -0.30 -0.47
C 4.5620 -1.4670 -2.5788 0.52 -0.16 0.29
N 3.3010 -0.9713 -2.8144 0.30 0.09 0.78
C 2.8950 -0.3402 -1.6691 -0.30 0.16 -0.03
S 1.4092 0.4529 -1.5158 -0.02 0.60 0.09
C 2.7147 -1.1287 -4.1514 -0.34 -0.08 -0.66
C 3.6684 -0.4843 -5.1690 -0.12 -0.08 0.15
C 1.3406 -0.4876 -4.3283 0.08 -0.05 0.03
C 2.5804 -2.6311 -4.4311 0.02 0.19 0.08
N 3.6471 1.4933 1.1666 0.04 0.27 0.00
C 4.3927 2.6371 1.0301 0.37 0.53 0.37
C 4.0106 3.5233 1.9640 0.53 0.00 -0.34
N 3.0018 2.9520 2.7146 0.35 -0.29 -0.79
C 2.7679 1.7010 2.1885 -0.53 -0.28 0.32
S 1.5666 0.6277 2.6142 -0.41 -0.56 0.16
C 2.6196 3.5683 3.9902 -0.20 0.19 0.71
C 2.1327 5.0005 3.7306 0.08 -0.25 -0.03
C 3.8636 3.5808 4.8982 -0.13 -0.03 -0.15
C 1.5200 2.7955 4.7100 0.04 0.04 0.00
C 3.1918 -1.8601 1.9260 0.08 -0.31 -0.34
S 2.0792 -2.2616 0.7544 -0.60 -0.26 -0.66
H 1.3830 -3.4381 5.6298 -0.03 -0.12 0.09
H 1.4112 -1.9323 4.6987 -0.07 0.09 0.01
H 2.7571 -2.3310 5.7767 -0.01 0.05 0.05
H 3.2029 -5.3827 4.7553 -0.04 -0.05 0.10
H 4.3442 -4.1184 5.2100 0.08 0.01 0.06
H 4.3745 -4.7907 3.5749 0.03 -0.07 -0.04
H 1.1760 -4.9457 3.6917 0.03 -0.09 0.21
H 2.0940 -4.6429 2.2108 -0.04 -0.05 -0.09
H 0.8873 -3.4771 2.7568 0.01 -0.08 -0.07
H 4.8480 -2.0277 4.6952 0.09 -0.03 0.20
H 5.6780 -0.1003 2.9729 0.17 0.09 0.01
H 5.4362 0.4024 0.5709 0.18 0.03 -0.06
H 5.8198 -1.3160 -0.8004 0.18 -0.02 0.11
H 5.1194 -2.0180 -3.3044 0.07 -0.12 -0.16
H 3.8215 0.5649 -4.9301 0.01 0.13 0.03
H 3.2335 -0.5537 -6.1623 -0.05 -0.01 -0.12
H 4.6346 -0.9792 -5.1904 0.13 -0.03 0.00
H 1.3702 0.5806 -4.1343 -0.08 -0.01 -0.02
H 0.6132 -0.9406 -3.6601 -0.08 0.07 -0.02
H 1.0251 -0.6486 -5.3586 0.07 -0.12 -0.16
H 3.5501 -3.1173 -4.4909 0.09 -0.10 0.03
H 2.0663 -2.7840 -5.3768 -0.05 -0.02 -0.11
H 2.0046 -3.0955 -3.6342 -0.07 -0.09 0.08
H 5.1590 2.7098 0.2863 0.14 0.08 -0.11
H 4.3713 4.5126 2.1446 0.06 0.22 0.03
H 2.9157 5.6376 3.3287 0.11 0.08 -0.05
H 1.7884 5.4389 4.6638 -0.02 0.04 0.13
H 1.3080 4.9897 3.0247 -0.09 0.00 -0.09
H 4.6624 4.1952 4.4881 0.06 0.05 -0.06
H 4.2380 2.5657 5.0185 0.04 -0.10 0.01
H 3.6059 3.9672 5.8821 -0.06 0.07 0.06
H 0.6108 2.7718 4.1186 -0.06 -0.08 0.01
H 1.3116 3.2792 5.6614 0.06 0.24 0.13
H 1.8318 1.7734 4.8996 -0.08 0.00 0.07
C -5.6942 0.4338 1.7901 0.15 -0.01 0.06
C -4.7293 0.2909 0.6665 0.27 -0.03 -0.05
C -4.9993 0.2082 -0.6739 0.37 -0.01 -0.20
C -3.7511 0.1301 -1.3345 -0.23 0.05 1.89
N -2.7762 0.1649 -0.3894 -2.56 0.15 -0.90
N -3.3830 0.2605 0.8210 -0.94 0.02 -0.50
B -2.6062 0.3732 2.1407 0.51 0.02 -0.18
N -1.7208 1.6064 2.0567 -0.17 0.63 0.73
N -0.8437 1.8264 1.0583 0.03 0.91 0.14
C -0.4458 3.1081 1.1783 -0.64 -0.27 0.60
C -1.0891 3.6896 2.2856 -0.15 -0.32 -0.08
C -1.8815 2.7066 2.8207 0.12 0.23 -0.11
C -2.7414 2.8089 4.0317 -0.05 -0.14 -0.05
C 0.5210 3.8746 0.4020 0.52 0.18 -0.46
C 0.4026 5.2689 0.3466 -0.13 -0.13 0.03
C 1.3731 6.0402 -0.2632 0.02 0.18 -0.04
C 2.4664 5.4444 -0.8745 0.01 -0.08 -0.10
C 2.5700 4.0638 -0.8597 0.01 0.15 -0.06
C 1.6262 3.2948 -0.2037 -0.30 0.03 0.17
N -1.8173 -0.9283 2.3619 -0.14 -0.37 0.84
N -1.4392 -1.6590 1.2894 0.09 -0.27 -0.23
C -1.4086 -2.9364 1.6807 -0.29 0.49 0.51
C -1.7208 -3.0118 3.0505 0.03 0.44 -0.16
C -1.9688 -1.7204 3.4472 0.03 -0.35 -0.05
C -2.3714 -1.2570 4.8001 -0.08 0.17 -0.12
C -1.2854 -4.2154 0.9625 0.11 -0.24 -0.32
C -2.3758 -5.0830 1.0836 0.03 0.00 -0.02
C -2.2776 -6.4086 0.7012 -0.12 -0.03 0.03
C -1.0764 -6.9052 0.2219 0.08 -0.06 -0.03
C -0.0001 -6.0470 0.0745 0.00 -0.09 0.13
C -0.1114 -4.7057 0.4098 -0.06 -0.08 -0.04
C -3.5838 0.0836 -2.7667 0.54 -0.05 -1.32
C -2.3330 0.1400 -3.4059 -0.59 -0.32 0.37
C -2.2455 0.2176 -4.7835 -0.11 -0.09 -0.24
C -3.3818 0.1914 -5.5763 0.04 -0.08 0.24
C -4.6228 0.0715 -4.9621 0.13 0.05 -0.36
C -4.7236 0.0259 -3.5920 0.30 -0.01 0.52
H -6.7090 0.4326 1.4017 -0.04 -0.01 -0.03
H -5.5259 1.3712 2.3194 -0.04 0.00 0.09
H -5.5891 -0.3843 2.5001 -0.04 -0.01 0.10
H -5.9753 0.2234 -1.1114 -0.20 0.02 -0.08
H -3.3704 0.5064 3.0283 -0.22 0.07 0.23
H -0.9836 4.6830 2.6721 0.11 0.17 0.05
H -2.5655 3.7712 4.5089 0.00 0.00 0.02
H -2.5040 2.0190 4.7420 -0.07 -0.02 0.10
H -3.8003 2.7393 3.7810 -0.04 -0.03 0.06
H -0.4620 5.7530 0.7788 -0.05 0.03 0.06
H 1.2756 7.1168 -0.2674 -0.05 0.08 -0.02
H 3.2214 6.0478 -1.3607 0.02 0.04 -0.02
H 3.3971 3.5764 -1.3551 0.09 -0.06 -0.01
H 1.7359 2.2269 -0.1553 0.03 0.08 0.02
H -1.7455 -3.9014 3.6480 0.00 -0.14 0.13
H -2.2284 -2.0641 5.5155 0.03 0.01 0.02
H -3.4229 -0.9721 4.8087 -0.07 0.08 0.09
H -1.7802 -0.3982 5.1076 0.04 0.09 0.10
H -3.3013 -4.7129 1.5048 -0.02 0.04 0.04
H -3.1318 -7.0611 0.8162 -0.05 -0.05 -0.03
H -0.9835 -7.9507 -0.0372 0.01 -0.06 -0.01
H 0.9450 -6.4222 -0.2914 0.08 -0.01 -0.10
H 0.7244 -4.0422 0.2756 0.19 0.02 0.13
H -1.4363 0.0910 -2.8017 -0.08 0.07 -0.19
H -1.2721 0.2974 -5.2426 0.17 -0.03 -0.05
H -3.3099 0.2429 -6.6521 0.04 0.03 -0.11
H -5.5179 0.0263 -5.5637 -0.11 0.00 -0.06
H -5.7001 -0.0621 -3.1449 -0.11 0.03 0.04
C -1.8401 -2.9929 -4.3124 -0.07 0.12 0.23
C -1.7241 -3.5013 -2.8658 -0.40 -0.78 -0.57
C -0.8637 -4.7709 -2.8803 0.00 0.14 0.22
C -3.1283 -3.8120 -2.3190 0.07 0.05 0.03
C -1.1655 -2.4746 -1.9961 0.81 1.60 0.99
N -0.8371 -1.5775 -1.3254 -0.90 -3.36 -2.46
H -2.2069 -3.8035 -4.9407 0.01 -0.09 0.02
H -0.8735 -2.6661 -4.6889 0.11 0.03 -0.08
H -2.5343 -2.1624 -4.3781 -0.05 -0.04 -0.05
H -1.3107 -5.5068 -3.5463 -0.10 0.03 -0.09
H -0.7922 -5.2043 -1.8909 -0.02 -0.01 -0.05
H 0.1409 -4.5515 -3.2321 0.15 0.02 -0.07
H -3.5935 -4.5872 -2.9244 -0.01 -0.08 -0.10
H -3.7505 -2.9193 -2.3547 -0.07 0.07 0.01
H -3.0707 -4.1600 -1.2901 -0.01 -0.03 0.04
C -0.1754 4.2055 -2.9343 -0.01 -0.85 0.01
S -0.8907 2.5086 -3.0058 0.09 1.82 -0.89
O -1.0538 2.0803 -1.5970 -0.08 -0.36 0.77
C -2.5063 3.1798 -3.5013 0.01 -0.17 0.10
C -3.3696 3.5633 -2.4903 0.20 -0.09 0.10
C -4.5693 4.1720 -2.8070 -0.08 0.06 -0.06
C -4.9084 4.3805 -4.1348 -0.06 -0.06 -0.06
C -4.0603 3.9496 -5.1445 -0.07 0.14 0.00
C -2.8518 3.3507 -4.8323 0.18 0.04 0.13
H -0.7538 4.7971 -2.2352 -0.11 0.01 0.11
H -0.2280 4.6234 -3.9328 -0.01 0.05 -0.20
H 0.8500 4.1157 -2.5978 0.10 0.00 -0.01
H -3.0735 3.3801 -1.4670 -0.01 -0.01 0.17
H -5.2330 4.4941 -2.0190 -0.08 0.01 0.08
H -5.8379 4.8707 -4.3876 -0.07 0.00 -0.01
H -4.3402 4.0923 -6.1781 0.00 0.00 -0.09
H -2.1855 3.0295 -5.6189 0.10 -0.06 -0.08